Formula: C5H12O
Source: the OMol25 dataset
Level of theory: ωB97M-V/def2-TZVPD

The lowest unoccupied orbital energy is 0.0335 hartree. The value obtained for the relative energy (zero: lowest compared OMol25 entry of this formula, charge and spin) is 371.14 kJ/mol. The calculation puts the HOMO energy at -0.302 hartree.

Each line ends with the Löwdin charge.
Element x y z (Å)
1 H -1.308 1.035 1.763  0.077
2 O 0.508 1.893 0.149  -0.016
3 H 0.028 1.281 2.932  0.082
4 H -0.454 2.100 0.090  0.115
5 H -1.038 -1.549 -0.281  0.107
6 C 0.839 1.067 1.110  -0.198
7 H 0.106 -1.085 -2.537  0.071
8 H 0.014 0.644 -2.169  0.073
9 C -0.285 0.724 2.044  -0.144
10 H -1.019 0.143 -0.018  0.051
11 C 1.038 -1.032 -0.145  -0.151
12 H -1.478 -0.286 -2.423  0.072
13 H 1.839 -0.380 -0.524  0.078
14 C -0.452 -0.655 -0.513  -0.319
15 C -0.469 -0.327 -2.000  -0.121
16 H -0.303 -0.336 2.331  0.085
17 H 1.318 -1.272 0.890  0.068
18 H 1.117 -1.965 -0.699  0.070

Atomic forces in eV per Å
H 0.201 0.100 -0.033
O -0.042 0.143 0.354
H -0.158 0.013 0.221
H 0.078 -0.062 0.116
H -0.034 -0.080 -0.263
C 0.050 0.941 0.568
H -0.103 0.105 -0.179
H -0.061 -0.214 -0.004
C 0.030 0.189 0.170
H 0.670 -0.393 0.063
C -0.293 -0.420 -0.304
H 0.097 -0.020 0.096
H -0.636 -0.011 0.000
C 0.225 -0.366 -0.139
C 0.024 -0.093 -0.164
H 0.167 0.321 -0.145
H -0.530 0.168 -0.257
H 0.315 -0.321 -0.099

Formula: C3H11NOS2
Source: the OMol25 dataset
Level of theory: ωB97M-V/def2-TZVPD

The lowest unoccupied orbital energy is 0.0143 hartree. The value obtained for the relative energy (zero: lowest compared OMol25 entry of this formula, charge and spin) is 23.48 kJ/mol. As for the structure (SMILES): NCCCSS.O. The calculation puts the HOMO energy at -0.341 hartree.

Each line ends with the Löwdin charge.
Element x y z (Å)
1 H 2.089 -0.357 -1.482  0.065
2 S 2.184 -2.109 0.868  0.334
3 O 0.084 -1.140 3.963  -0.079
4 H 0.977 -2.672 0.734  -0.200
5 H -0.222 0.138 -2.364  0.111
6 H 0.767 -0.751 3.389  -0.021
7 H -1.713 0.344 0.061  0.103
8 C -0.045 -0.034 -1.296  -0.294
9 N -1.804 1.680 -1.586  -0.018
10 C 1.379 0.244 -0.917  -0.540
11 C -1.032 0.887 -0.592  -0.296
12 H -2.672 1.214 -1.825  0.062
13 H 1.650 1.289 -1.018  0.074
14 H -2.076 2.574 -1.199  0.056
15 H -0.509 1.626 0.024  0.099
16 S 1.653 -0.130 0.860  0.425
17 H -0.418 -1.739 3.407  0.023
18 H -0.293 -1.065 -1.025  0.095

Atomic forces in eV per Å
H 0.076 0.019 0.001
S 0.130 0.076 -0.123
O 0.380 0.315 -0.031
H -0.164 -0.037 0.050
H 0.268 -0.324 0.059
H -0.469 -0.294 0.216
H 0.105 -0.155 0.209
C -0.642 -0.043 -0.030
N 0.047 -0.127 0.149
C 0.397 -0.403 0.428
C -0.646 1.035 -0.263
H 0.107 -0.068 -0.060
H -0.036 0.245 -0.117
H 0.024 0.026 0.077
H 0.025 -0.223 0.061
S 0.196 0.048 -0.112
H 0.048 -0.016 -0.148
H 0.155 -0.074 -0.366

Formula: C15H25NO2S
Source: the OMol25 dataset
Level of theory: ωB97M-V/def2-TZVPD

The lowest unoccupied orbital energy is 0.0281 hartree. The value obtained for the relative energy (zero: lowest compared OMol25 entry of this formula, charge and spin) is 72.55 kJ/mol. As for the structure (SMILES): CC(C)CCC[C@H](C)NS(=O)(=O)Cc1ccccc1. The calculation puts the HOMO energy at -0.346 hartree.

Each line ends with the Löwdin charge.
Element x y z (Å)
1 O 2.065 2.090 1.780  -0.292
2 C 2.405 -1.389 -0.451  -0.050
3 H 5.585 -1.275 -1.583  0.101
4 C 3.835 -0.310 1.142  -0.044
5 C -1.184 1.277 -1.798  -0.162
6 H -3.449 0.622 -0.456  0.121
7 C -4.382 -1.203 1.190  -0.083
8 H -3.580 -1.893 -0.675  0.133
9 H -2.601 -3.238 1.186  0.077
10 H -1.751 -1.804 1.764  0.078
11 H -2.153 0.405 0.723  0.100
12 C -0.444 2.083 -0.723  -0.430
13 H 3.346 -2.075 -2.243  0.103
14 H -0.853 4.040 -1.541  0.082
15 H -1.345 -2.511 0.191  0.064
16 C 0.007 3.445 -1.244  -0.042
17 C -3.210 -1.397 0.230  -0.436
18 H 1.427 -1.740 -0.744  0.104
19 H -1.104 2.230 0.135  0.121
20 H 0.548 3.978 -0.465  0.082
21 C -1.622 -0.103 -1.305  -0.199
22 H -2.057 1.849 -2.117  0.118
23 C 4.742 -1.129 -0.924  -0.087
24 O -0.306 1.500 2.092  -0.300
25 C 2.569 -0.756 0.777  -0.292
26 H -4.806 -2.162 1.480  0.073
27 C 3.485 -1.577 -1.294  -0.080
28 C -2.627 -0.033 -0.157  -0.188
29 H 1.540 1.469 -0.714  0.120
30 H 0.661 3.325 -2.106  0.081
31 H 3.965 0.196 2.086  0.116
32 C 4.914 -0.494 0.295  -0.072
33 H 5.892 -0.143 0.588  0.105
34 C 1.406 -0.485 1.657  -0.161
35 H 0.522 -1.055 1.396  0.083
36 H -5.166 -0.609 0.727  0.074
37 H 1.636 -0.588 2.714  0.116
38 H -0.525 1.154 -2.661  0.116
39 C -2.157 -2.293 0.881  -0.077
40 H -0.732 -0.646 -0.989  0.079
41 S 0.943 1.266 1.427  0.635
42 H -4.047 -0.688 2.088  0.082
43 H -2.071 -0.645 -2.142  0.117
44 N 0.678 1.309 -0.216  -0.087

Atomic forces in eV per Å
O 0.177 -0.143 -0.114
C -0.015 -0.039 0.106
H 0.070 -0.010 -0.052
C -0.011 -0.092 -0.021
C 0.143 -0.199 0.349
H -0.047 0.111 0.034
C 0.116 -0.114 -0.259
H 0.017 0.032 0.000
H 0.020 -0.111 0.058
H 0.077 0.052 0.152
H -0.064 0.075 0.110
C -0.587 0.275 -0.229
H -0.016 -0.044 -0.071
H -0.062 0.070 -0.076
H 0.163 -0.058 -0.031
C -0.058 -0.227 0.244
C -0.011 0.188 0.235
H -0.133 -0.017 -0.024
H -0.061 0.057 -0.185
H 0.049 0.109 0.022
C -0.167 0.283 0.000
H -0.024 0.061 -0.090
C 0.025 0.010 -0.030
O -0.254 -0.126 -0.059
C 0.430 -0.292 -0.205
H -0.082 -0.078 0.083
C 0.010 -0.041 -0.088
C 0.043 -0.379 -0.284
H 0.273 -0.016 -0.040
H 0.077 0.022 -0.114
H 0.031 0.071 0.102
C 0.074 0.001 0.027
H 0.079 0.033 0.033
C -0.248 0.981 -0.147
H -0.096 -0.087 0.004
H -0.110 0.081 -0.002
H -0.031 0.034 0.108
H 0.017 0.087 -0.106
C -0.191 0.051 -0.260
H 0.028 -0.126 -0.060
S 0.049 -0.320 -0.128
H 0.015 0.073 0.156
H 0.040 -0.082 0.002
N 0.243 -0.157 0.851

Formula: C58H57N4O
Source: the OMol25 dataset
Level of theory: ωB97M-V/def2-TZVPD

The lowest unoccupied orbital energy is -0.1541 hartree. The value obtained for the relative energy (zero: lowest compared OMol25 entry of this formula, charge and spin) is 0.00 kJ/mol. Its net charge is +1. The calculation puts the HOMO energy at -0.288 hartree.

Each line ends with the Löwdin charge.
Element x y z (Å)
1 H 1.677 5.821 -2.558  0.088
2 C 4.661 0.340 4.991  -0.223
3 C 6.412 -1.769 5.546  -0.072
4 C 0.491 3.415 4.333  -0.039
5 C 2.887 -1.354 -1.228  -0.061
6 C -1.170 -4.151 -2.986  -0.180
7 H -4.280 -0.550 6.818  0.113
8 H 7.098 -2.590 5.758  0.110
9 C -1.784 3.532 5.956  -0.068
10 C -1.175 -3.671 -1.575  -0.031
11 H -0.611 -2.239 -6.743  0.090
12 H 2.143 -0.385 3.775  0.165
13 H 3.070 -2.416 -1.451  0.086
14 H -1.287 -4.534 -0.907  0.084
15 N -0.688 0.210 -3.677  0.147
16 H 3.050 2.841 -3.688  0.124
17 C 2.018 2.708 -3.357  0.008
18 C -1.918 2.401 -5.527  -0.019
19 H -0.523 2.665 7.500  0.122
20 H -4.344 -3.495 3.662  0.114
21 H -1.209 -1.028 -1.109  0.084
22 H -0.392 4.243 -1.518  0.130
23 H 2.161 5.027 -1.053  0.081
24 H 1.377 0.073 -5.368  0.088
25 H -2.137 2.684 -1.075  0.083
26 H -4.657 4.334 -6.139  0.108
27 H 1.403 3.410 3.730  0.111
28 C 0.304 -0.052 4.841  -0.034
29 H -1.277 1.969 1.976  0.081
30 C 3.737 1.488 4.651  -0.087
31 H 2.680 -0.095 -4.162  0.088
32 C -1.803 -1.362 4.574  -0.202
33 C 5.291 -1.560 6.357  -0.066
34 C 4.419 -0.497 6.086  -0.041
35 H 5.954 0.802 3.339  0.118
36 H 7.529 -1.077 3.818  0.112
37 C 1.747 2.127 6.084  -0.085
38 C -0.452 -1.025 4.206  0.047
39 H -5.484 -2.329 5.551  0.115
40 C -1.260 -7.537 -4.738  -0.050
41 H -2.009 -2.989 -1.372  0.085
42 C -4.072 3.466 -5.831  -0.071
43 H -2.235 -7.891 -5.096  0.087
44 C -1.155 -5.529 -3.222  0.005
45 H -2.166 4.417 -6.248  0.113
46 H 3.542 -0.333 6.720  0.111
47 H -0.830 2.408 -5.620  0.121
48 H -1.963 0.049 6.235  0.102
49 C -4.726 2.305 -5.396  -0.070
50 H 3.764 1.654 3.560  0.136
51 C -2.477 -0.719 5.655  -0.004
52 C 0.719 -0.159 -0.642  -0.202
53 C -2.673 3.512 -5.899  -0.064
54 H 2.721 1.221 -5.325  0.090
55 H -1.084 -6.203 -2.367  0.118
56 C 0.519 2.874 5.620  -0.242
57 C -1.362 -5.173 -5.594  0.005
58 H 2.530 2.837 6.378  0.137
59 C 1.370 0.819 0.168  -0.038
60 C -0.682 -0.295 -0.494  -0.049
61 C 6.659 -0.922 4.457  -0.064
62 H 3.190 4.890 -2.498  0.078
63 H 3.572 -0.760 -1.859  0.085
64 H 5.090 -2.223 7.201  0.110
65 N -2.205 -1.137 -4.592  0.210
66 N -1.234 -1.877 -3.939  0.061
67 C -0.706 3.914 3.817  -0.074
68 C -2.569 1.257 -5.006  -0.159
69 C -1.476 -2.899 -6.602  -0.046
70 C -1.384 0.450 0.449  -0.109
71 C 0.091 3.501 -2.162  0.001
72 C -4.463 -2.061 5.279  -0.048
73 C -0.642 2.379 -2.560  -0.184
74 H -2.377 -2.281 -6.545  0.073
75 H -1.031 -8.069 -3.810  0.075
76 H -2.774 4.382 4.234  0.111
77 H -0.743 4.258 2.781  0.112
78 C -3.983 1.190 -5.015  -0.021
79 C -0.358 -1.076 -3.318  -0.070
80 C 2.042 0.626 -4.695  -0.016
81 C -3.820 -2.715 4.216  -0.060
82 C -1.358 -3.789 -5.410  -0.183
83 H -5.816 2.260 -5.354  0.110
84 H -4.459 0.268 -4.682  0.117
85 C 2.154 4.921 -2.146  -0.048
86 H -0.515 -7.825 -5.489  0.086
87 H 0.011 -1.582 3.388  0.136
88 C -1.860 0.116 -4.437  -0.182
89 H -2.011 -2.885 3.046  0.120
90 C -2.517 -2.373 3.869  -0.011
91 C -3.786 -1.063 5.991  -0.060
92 C 0.651 1.591 1.073  -0.109
93 H -1.548 -3.535 -7.491  0.080
94 C -2.066 2.293 -2.099  -0.030
95 C -1.241 -3.291 -4.102  -0.105
96 C 0.006 1.407 -3.337  -0.147
97 H -2.662 3.596 6.602  0.112
98 H -2.461 0.295 0.555  0.111
99 H -0.234 -3.184 -1.287  0.080
100 C 1.413 3.681 -2.562  -0.260
101 C 5.786 0.131 4.185  -0.040
102 C 1.326 1.565 -3.773  -0.186
103 C 1.479 -0.992 -1.513  -0.214
104 H 2.448 0.977 0.034  0.110
105 H 4.060 2.413 5.145  0.136
106 H -2.736 2.905 -2.721  0.092
107 C -1.843 3.975 4.631  -0.067
108 C -1.252 -6.053 -4.512  -0.252
109 H -0.150 0.536 5.637  0.088
110 H 1.505 1.511 6.968  0.140
111 C -0.593 3.003 6.462  -0.053
112 C 0.893 -1.580 -2.724  -0.390
113 O 1.464 -2.557 -3.268  -0.008
114 C 1.631 0.250 4.506  0.000
115 H 3.136 -1.162 -0.177  0.068
116 H -2.451 1.270 -2.084  0.078
117 H -1.458 -5.566 -6.609  0.124
118 H 1.174 2.355 1.653  0.081
119 N 2.330 1.255 5.041  -0.068
120 C -0.720 1.389 1.237  -0.127

Atomic forces in eV per Å
H 0.128 -0.227 0.089
C 0.155 -0.302 0.159
C -0.154 0.206 -0.073
C -0.332 -0.221 0.026
C 0.461 -0.129 0.061
C -0.142 -0.009 -0.773
H 0.155 -0.183 -0.255
H -0.228 0.211 -0.057
C 0.205 0.161 0.011
C 0.162 -0.101 0.631
H -0.116 -0.078 0.182
H 0.006 0.394 0.115
H -0.049 0.352 0.017
H -0.069 0.210 -0.142
N -0.959 -1.324 -0.163
H -0.289 0.002 0.080
C -0.324 0.060 0.038
C -0.305 -0.540 0.462
H -0.130 0.000 -0.358
H 0.196 0.255 0.172
H 0.149 0.180 0.451
H 0.139 -0.197 -0.256
H 0.010 -0.029 -0.233
H 0.062 0.008 0.226
H 0.035 -0.155 -0.265
H 0.171 -0.233 0.149
H -0.372 -0.114 0.061
C -1.053 -0.478 0.132
H 0.159 -0.176 -0.203
C 0.007 -0.014 -0.459
H -0.362 0.072 -0.043
C -1.345 -0.268 0.417
C 0.037 0.238 -0.203
C 0.242 -0.185 -0.173
H 0.048 -0.279 0.195
H -0.263 0.005 0.229
C 0.109 0.090 0.370
C 1.092 0.740 0.459
H 0.286 0.071 -0.085
C 0.039 -0.267 -0.028
H 0.136 -0.046 -0.079
C 0.127 -0.164 0.123
H 0.166 0.137 0.071
C -0.067 0.288 -0.374
H -0.227 -0.384 0.053
H 0.298 -0.102 -0.173
H -0.343 0.116 0.128
H -0.249 -0.198 -0.170
C 0.181 -0.017 -0.214
H -0.004 0.046 0.404
C -0.001 -0.333 -0.389
C 0.035 0.618 0.546
C -0.184 -0.186 -0.096
H -0.239 -0.214 0.120
H -0.032 0.135 -0.214
C -0.223 0.386 -0.048
C -0.020 0.123 0.390
H -0.140 -0.288 -0.033
C -0.194 -0.080 0.003
C 0.010 0.156 0.234
C -0.125 0.056 0.207
H -0.185 0.070 0.098
H 0.062 -0.225 0.182
H 0.098 0.215 -0.256
N 0.467 0.512 0.541
N -0.501 1.504 0.172
C 0.084 0.194 0.285
C -0.917 0.716 -0.639
C -0.185 -0.014 -0.732
C 0.191 -0.046 -0.246
C -0.069 -0.297 -0.321
C 0.456 -0.003 -0.294
C 0.418 0.216 0.364
H 0.276 -0.173 -0.151
H -0.025 0.026 -0.146
H 0.253 -0.169 0.112
H -0.013 0.001 0.365
C 0.695 0.350 0.205
C -0.262 0.275 -1.461
C 0.431 -0.113 -0.381
C -0.074 0.152 0.212
C 0.167 -0.289 0.446
H 0.368 0.068 -0.088
H 0.046 0.305 -0.011
C 0.185 0.164 0.056
H -0.119 0.053 0.135
H -0.172 0.115 0.106
C 1.001 -0.799 0.093
H -0.221 0.154 0.226
C 0.499 0.394 0.160
C 0.326 0.044 -0.107
C 0.250 -0.313 -0.175
H 0.048 0.217 0.081
C -0.454 0.011 0.230
C -0.101 -1.281 0.283
C 0.421 0.560 0.395
H 0.273 0.045 -0.223
H 0.291 0.099 0.030
H -0.183 0.031 -0.140
C -0.036 -0.111 0.033
C -0.183 -0.113 0.149
C 0.091 0.407 0.247
C -2.066 -0.631 -2.725
H -0.479 -0.031 0.071
H -0.129 -0.261 -0.188
H 0.232 -0.183 0.012
C 0.135 -0.135 -0.042
C -0.011 0.259 -0.028
H 0.078 -0.234 -0.304
H 0.110 0.203 -0.274
C 0.013 -0.191 -0.375
C 2.865 -0.042 3.501
O -0.718 0.426 -1.022
C 0.954 0.780 0.109
H 0.038 -0.062 -0.191
H 0.035 0.171 -0.032
H 0.060 0.101 0.328
H -0.183 -0.154 -0.106
N -0.719 -0.975 -0.333
C -0.376 0.209 0.311

Formula: C4H3CsNaO2
Source: the OMol25 dataset
Level of theory: ωB97M-V/def2-TZVPD

The lowest unoccupied orbital energy is -0.1378 hartree. Its net charge is +1. The calculation puts the HOMO energy at -0.397 hartree.

Each line ends with the Löwdin charge.
Element x y z (Å)
1 H -0.857 -1.621 -1.408  0.113
2 H -0.223 -0.973 1.433  0.140
3 C -1.646 0.348 -0.614  0.043
4 C -0.894 -0.778 -0.734  0.066
5 H -2.533 0.711 -1.108  0.104
6 Na 1.749 1.705 1.284  0.718
7 C -0.063 -0.439 0.496  -0.438
8 Cs 4.456 -1.554 -1.205  0.960
9 O 1.342 -0.261 0.347  -0.400
10 C -0.786 0.891 0.484  -0.336
11 O -0.546 1.970 1.026  0.029

Atomic forces in eV per Å
H -0.133 0.109 -0.032
H -0.582 -0.582 -0.114
C -0.113 0.014 -0.177
C -0.494 1.191 1.156
H 0.002 0.100 -0.211
Na -0.416 -0.216 -0.057
C 3.610 0.275 0.585
Cs -0.501 0.070 0.176
O -0.469 -0.155 -0.196
C -0.754 0.311 -0.462
O -0.150 -1.118 -0.670

Question: The highest lowest unoccupied orbital energy belongs to which entry?
Answer: C5H12O

Question: The lowest lowest unoccupied orbital energy belongs to which entry?
Answer: C58H57N4O

Question: Which value of lowest unoccupied orbital energy does entry 2 give?
Answer: 0.0143 hartree